Record 1
{
  "formula": "C6H7ClO",
  "method": "the ωB97M-V functional and the def2-TZVPD basis",
  "orbital_gap_ev": 9.067,
  "largest_force_ev_per_a": 1.996,
  "elements": ["C", "C", "C", "C", "C", "C", "H", "H", "H", "H", "H", "H", "H", "O", "Cl"],
  "positions_angstrom": [[1.98278, -0.39460, 0.09884], [0.59293, 0.10940, 0.06613], [0.23485, 1.35326, -0.15771], [-1.26247, 1.46746, -0.14048], [-1.74591, 0.24220, 0.08156], [-0.63598, -0.75816, 0.37204], [2.68893, 0.38469, -0.12082], [2.24015, -0.72282, 1.10247], [2.09642, -1.23154, -0.62554], [0.92796, 2.22476, -0.24365], [-1.77855, 2.42103, -0.33224], [-0.54987, -1.05752, 1.42289], [-0.66033, -1.83509, -1.26377], [-0.71602, -1.99454, -0.31701], [-3.41491, -0.20853, 0.05730]]
}



Record 2
{
  "formula": "C88H95N19",
  "method": "the ωB97M-V functional and the def2-TZVPD basis",
  "orbital_gap_ev": 7.732,
  "largest_force_ev_per_a": 5.335,
  "elements": ["N", "C", "C", "C", "C", "H", "H", "H", "H", "H", "N", "C", "C", "C", "C", "H", "H", "H", "H", "H", "N", "C", "C", "C", "C", "H", "H", "H", "H", "H", "N", "C", "C", "C", "C", "H", "H", "H", "H", "H", "N", "C", "C", "C", "C", "H", "H", "H", "H", "H", "N", "C", "C", "C", "C", "H", "H", "H", "H", "H", "N", "C", "C", "C", "C", "H", "H", "H", "H", "H", "N", "C", "C", "C", "C", "C", "H", "H", "H", "H", "H", "N", "C", "C", "C", "C", "C", "H", "H", "H", "H", "H", "N", "C", "C", "C", "C", "C", "H", "H", "H", "H", "H", "N", "C", "C", "C", "C", "C", "H", "H", "H", "H", "H", "N", "C", "C", "C", "C", "C", "H", "H", "H", "H", "H", "N", "C", "C", "C", "C", "C", "H", "H", "H", "H", "H", "N", "C", "C", "C", "C", "C", "H", "H", "H", "H", "H", "N", "C", "C", "C", "C", "C", "H", "H", "H", "H", "H", "N", "C", "C", "C", "C", "C", "H", "H", "H", "H", "H", "N", "C", "C", "C", "C", "C", "H", "H", "H", "H", "H", "N", "C", "C", "C", "C", "C", "H", "H", "H", "H", "H", "N", "C", "C", "C", "C", "C", "H", "H", "H", "H", "H"],
  "positions_angstrom": [[3.99993, -2.01784, -4.35969], [4.83095, -0.94518, -4.55634], [5.78322, -1.29455, -5.47535], [5.58285, -2.62592, -5.79444], [4.46679, -3.11272, -5.09789], [3.26544, -2.08762, -3.66993], [4.57277, -0.04612, -4.01650], [6.63145, -0.76962, -5.88928], [6.18044, -3.18131, -6.50216], [3.95681, -4.05779, -4.98313], [0.78395, -0.52020, -7.05126], [0.59908, -1.29543, -5.96424], [-0.66099, -1.87274, -5.98997], [-1.19970, -1.71251, -7.22379], [-0.31745, -0.78876, -7.87945], [1.58316, 0.03736, -7.31674], [1.26523, -1.47358, -5.13304], [-1.10092, -2.40017, -5.15650], [-2.19867, -1.91435, -7.58115], [-0.32581, -0.34384, -8.86350], [-5.57411, 5.60370, 1.82675], [-5.46120, 6.43063, 0.75664], [-4.10401, 6.77342, 0.67005], [-3.47045, 6.15249, 1.76637], [-4.40045, 5.48339, 2.51364], [-6.44272, 5.13753, 2.04657], [-6.33818, 6.69983, 0.18671], [-3.79578, 7.51164, -0.05551], [-2.44839, 6.30208, 2.08167], [-4.35171, 4.84050, 3.38007], [0.99007, 2.33090, -4.98201], [2.29748, 2.20693, -5.42688], [2.39787, 2.61011, -6.70429], [1.12991, 2.87763, -7.19400], [0.26246, 2.85048, -6.06159], [0.58300, 2.31884, -4.05775], [3.09820, 1.92179, -4.76059], [3.32533, 2.52005, -7.25028], [0.82543, 3.15782, -8.19159], [-0.77863, 3.05374, -5.85855], [-5.42861, 2.62340, -6.88867], [-5.69736, 1.46177, -6.21099], [-4.48353, 0.93363, -6.05457], [-3.44259, 1.62745, -6.60724], [-4.10596, 2.71646, -7.17009], [-6.08711, 3.33660, -7.16764], [-6.70982, 1.21172, -5.93025], [-4.28156, 0.00729, -5.53737], [-2.38902, 1.39875, -6.54322], [-3.66604, 3.59034, -7.62745], [-0.93044, -0.09899, -0.88524], [-1.33722, 0.99894, -0.22037], [-0.73460, 0.96472, 1.10099], [0.16788, -0.13968, 1.07395], [0.04610, -0.79794, -0.13720], [-1.14811, -0.24507, -1.86063], [-2.02449, 1.64303, -0.74879], [-0.92349, 1.51580, 2.01041], [0.89499, -0.56725, 1.74841], [0.55026, -1.64248, -0.58326], [-2.44954, -1.92208, 4.62751], [-2.30524, -1.41543, 5.89209], [-2.90376, -2.28104, 6.76876], [-3.57514, -3.26042, 6.02700], [-3.28220, -3.02830, 4.66909], [-2.03932, -1.49341, 3.81017], [-1.87990, -0.49613, 6.26676], [-2.99571, -2.10640, 7.83058], [-4.17352, -4.11934, 6.29270], [-3.45248, -3.66512, 3.81360], [-2.57584, 6.51993, 7.02854], [-2.40642, 6.03512, 5.79059], [-2.06286, 4.78293, 5.37407], [-1.70978, 3.89509, 6.38108], [-1.67979, 4.38388, 7.68007], [-2.10878, 5.65884, 7.96553], [-2.67169, 6.76171, 5.03686], [-2.18747, 4.65442, 4.30900], [-1.31663, 2.89254, 6.29906], [-1.42513, 3.72363, 8.49593], [-2.04098, 6.02555, 8.97910], [-4.07285, -3.00918, 0.82129], [-2.86524, -2.51245, 0.99672], [-1.67139, -3.19567, 1.13009], [-1.69798, -4.60053, 0.99002], [-2.95842, -5.17785, 0.84346], [-4.09119, -4.36271, 0.69953], [-2.88167, -1.46593, 1.26309], [-0.74869, -2.63464, 1.14678], [-0.87594, -5.28973, 1.11513], [-2.96584, -6.24947, 0.70939], [-4.98740, -4.94314, 0.53727], [2.38816, 4.09956, 1.69828], [2.93364, 4.71667, 2.73441], [2.22187, 5.26204, 3.82647], [0.82737, 5.32705, 3.76285], [0.21917, 4.76191, 2.60239], [1.05155, 4.08642, 1.70369], [4.01113, 4.76761, 2.68116], [2.83054, 5.70166, 4.60279], [0.22266, 5.80066, 4.52206], [-0.85940, 4.72716, 2.55896], [0.61402, 3.69166, 0.79863], [-4.77372, -2.42571, -4.88755], [-4.06078, -2.27443, -3.73239], [-3.39717, -3.33085, -3.18089], [-3.40499, -4.58640, -3.78991], [-4.20544, -4.71476, -4.97575], [-4.67387, -3.60053, -5.59441], [-3.95561, -1.35401, -3.17727], [-2.69522, -3.18084, -2.37394], [-2.95408, -5.45713, -3.33724], [-4.24767, -5.69502, -5.42710], [-5.17830, -3.76461, -6.53518], [4.21773, -6.73774, 2.72785], [4.01177, -6.53853, 4.03982], [2.72067, -6.42803, 4.58113], [1.60288, -6.26831, 3.66856], [1.82025, -6.26702, 2.26863], [3.12644, -6.55390, 1.83968], [4.88431, -6.58883, 4.67428], [2.51791, -6.25247, 5.62729], [0.63041, -6.15237, 4.12379], [0.96721, -6.02756, 1.65108], [3.26587, -6.93236, 0.83782], [4.08701, -0.41229, -1.44566], [3.33662, 0.25975, -0.52451], [3.74397, 1.20407, 0.39005], [5.08390, 1.79645, 0.25281], [5.94404, 1.04876, -0.63113], [5.37369, -0.03652, -1.37835], [2.35489, -0.15811, -0.35716], [3.06595, 1.62783, 1.11608], [5.36075, 2.57990, 0.94270], [6.98065, 1.32599, -0.75355], [5.96300, -0.60237, -2.08470], [-6.70742, -0.16541, -0.09835], [-5.68668, 0.34425, 0.63144], [-4.82954, 1.34322, 0.24134], [-4.95289, 1.91057, -1.03309], [-5.96443, 1.41490, -1.89396], [-6.71117, 0.34285, -1.39559], [-5.36889, -0.19245, 1.51312], [-4.06685, 1.62054, 0.95394], [-4.21716, 2.69055, -1.16242], [-5.97235, 1.74969, -2.92072], [-7.57382, -0.00841, -1.94227], [2.38920, -2.96406, 0.83895], [3.66078, -2.64499, 0.65413], [4.59259, -2.43007, 1.71251], [4.11745, -2.33290, 3.01665], [2.90389, -2.80895, 3.23592], [2.04063, -3.11012, 2.17278], [3.98807, -2.73163, -0.37143], [5.65827, -2.28161, 1.61914], [4.89426, -2.32571, 3.76694], [2.51167, -2.91857, 4.23619], [1.01411, -3.40372, 2.33540], [0.98254, 1.29984, 4.47347], [1.41898, 2.13889, 5.43279], [2.05539, 1.70730, 6.65095], [2.14090, 0.27940, 6.82743], [1.62786, -0.59718, 5.82778], [1.06744, -0.03519, 4.75181], [1.08118, 3.15837, 5.31908], [2.30674, 2.34587, 7.48489], [2.53817, 0.02012, 7.79766], [1.52032, -1.67100, 5.86963], [0.72581, -0.72223, 3.99178], [-1.20755, 3.09037, -3.06333], [-2.41926, 3.54848, -3.06345], [-2.69888, 4.65529, -2.25363], [-1.69277, 5.39403, -1.61586], [-0.43813, 4.80360, -1.56188], [-0.20974, 3.65273, -2.23855], [-3.04197, 2.95311, -3.71472], [-3.74053, 4.92873, -2.17225], [-1.84092, 6.29582, -1.04033], [0.30043, 5.41030, -1.05905], [0.72518, 3.15138, -2.03613], [2.10696, -6.46889, -4.09450], [1.05105, -5.92885, -4.70123], [0.42707, -4.76355, -4.25655], [0.90912, -4.21129, -3.04748], [1.93100, -4.79286, -2.40176], [2.56525, -5.88383, -2.97894], [0.84074, -6.31574, -5.68738], [-0.47483, -4.47786, -4.77748], [0.38738, -3.34728, -2.66319], [2.33648, -4.43516, -1.46687], [3.47369, -6.21165, -2.49554], [5.19860, 0.69018, 5.92879], [6.45126, 0.59546, 6.40772], [7.55777, 0.29635, 5.57527], [7.43725, 0.42615, 4.19660], [6.14154, 0.75595, 3.71669], [5.00417, 0.77455, 4.54168], [6.42798, 0.63793, 7.48663], [8.40088, -0.19971, 6.03297], [8.26838, 0.35292, 3.51085], [5.97467, 1.06546, 2.69553], [4.03579, 1.08758, 4.18020]]
}



Record 3
{
  "formula": "C6H22HgN6O6",
  "method": "the ωB97M-V functional and the def2-TZVPD basis",
  "orbital_gap_ev": 7.549,
  "largest_force_ev_per_a": 2.702,
  "elements": ["Hg", "C", "C", "O", "H", "H", "H", "H", "H", "C", "O", "H", "H", "H", "C", "O", "N", "N", "H", "H", "H", "H", "C", "O", "N", "N", "H", "H", "H", "H", "C", "O", "N", "N", "H", "H", "H", "H", "O", "H", "H"],
  "positions_angstrom": [[0.48443, 0.50851, -0.12685], [1.73836, -2.52034, 2.96508], [1.17727, -1.21334, 2.40419], [1.77435, -0.76778, 1.23319], [1.69485, -3.28077, 2.18368], [1.21621, -2.75597, 3.89413], [2.78925, -2.38808, 3.23555], [1.28167, -0.46793, 3.21781], [0.08295, -1.27987, 2.28646], [-1.91277, 1.43079, -2.40772], [-0.75692, 1.64077, -1.68209], [-1.93176, 0.52679, -3.04896], [-2.76906, 1.33076, -1.71472], [-2.10349, 2.31874, -3.02522], [0.39236, 3.23975, 2.12116], [0.16602, 2.24548, 1.44342], [1.60271, 3.50800, 2.68346], [-0.56619, 4.17647, 2.42406], [1.78753, 4.37782, 3.14153], [2.38762, 2.88737, 2.60214], [-1.53708, 4.09518, 2.19756], [-0.27464, 4.77734, 3.16860], [1.08346, -1.44251, -2.85787], [1.40929, -0.77183, -1.86780], [-0.07086, -1.20687, -3.51631], [1.91198, -2.36076, -3.39520], [-0.07123, -1.60576, -4.43718], [-0.58709, -0.36495, -3.31832], [2.84038, -2.49419, -3.04194], [1.64235, -2.91621, -4.18377], [-2.48028, -1.63678, -0.08381], [-1.45834, -0.96585, 0.05049], [-3.35490, -1.44396, -1.07915], [-2.80823, -2.59260, 0.83105], [-3.07370, -0.82176, -1.82088], [-4.25933, -1.86683, -1.14736], [-3.67659, -3.08575, 0.87367], [-2.08161, -2.77922, 1.50132], [2.47034, 1.79595, -0.72719], [2.53836, 2.74516, -0.57144], [3.30234, 1.42501, -0.40479]]
}



| no. | highest occupied orbital energy (eV) |
| --- | --- |
| 1 | -8.50 |
| 2 | -7.40 |
| 3 | -6.97 |